Record 1
ORCA calculation (the ωB97M-V functional and the def2-TZVPD basis) on a 10-piece molecular cluster, C5H31NO10 overall.

The geometry in XYZ format:
```
47
Properties=species:S:1:pos:R:3:forces:R:3
C -0.7497 2.3484 -0.4663 1.9 3.9 1.7
C -0.9707 0.8960 -0.6432 -4.2 -0.5 1.5
C -1.1623 0.2960 -2.0521 2.2 -2.5 -0.7
C -0.0848 0.1352 0.3602 -2.3 -2.3 -0.8
N -0.6780 -1.3360 0.4115 2.2 1.4 -0.6
C -0.0423 0.7339 1.7435 2.8 0.1 2.8
O 1.0680 -0.0955 2.3388 -0.1 -2.6 4.4
H -1.0932 2.8140 0.5529 0.1 -1.3 -1.7
H -1.0683 3.0905 -1.2071 -0.5 -0.7 -0.3
H 0.3396 2.6412 -0.3564 -0.9 -0.9 -0.5
H -2.0764 0.7791 -0.1364 2.1 0.0 -1.0
H -1.5537 -0.7982 -1.9722 0.5 2.0 -0.1
H -0.1441 0.1604 -2.5537 -1.1 0.1 0.7
H -1.7085 0.7575 -2.8793 -0.5 0.7 0.9
H 0.9457 0.0221 -0.0071 -0.3 0.0 0.0
H 0.0559 -1.9672 0.8206 -1.6 0.7 -0.2
H -1.6396 -1.3983 0.7406 1.2 0.1 0.6
H 0.6746 1.6357 1.8864 -3.0 -0.2 -1.0
H -0.9504 0.5925 2.4444 1.3 0.8 -1.8
H 0.9713 -0.3846 3.3847 -0.1 1.6 -4.1
O 1.4391 3.6515 1.6492 -0.7 1.1 -0.2
H 1.9354 3.3171 0.8933 -0.3 0.0 0.0
H 0.8191 4.2717 1.2005 0.6 -0.6 0.7
O -3.5671 -2.9536 -1.1113 -1.0 2.5 -1.2
H -2.9276 -2.7738 -0.4146 0.0 0.0 -0.2
H -3.9327 -2.0237 -1.4024 1.1 -2.8 1.0
O 0.8261 -2.1207 -1.7712 -0.6 0.7 -1.1
H 1.2353 -2.7696 -1.2278 0.3 -0.7 0.9
H 0.0317 -1.7717 -1.3115 0.4 -0.5 0.3
O 2.0636 -0.5573 -3.4702 0.6 -3.3 -3.5
H 1.6567 -1.2605 -2.9532 -0.4 -0.2 0.7
H 2.1241 0.1850 -2.9848 0.0 3.8 2.6
O -2.4747 -0.7479 2.9570 -0.2 -2.0 0.0
H -3.0318 -1.3387 2.3260 1.3 0.9 1.9
H -1.8865 -1.3249 3.5210 -1.2 0.7 -1.1
O 2.6555 2.8433 -0.5976 4.0 -4.1 1.7
H 2.8554 1.9281 -1.0763 -0.9 2.8 1.3
H 3.3397 2.6450 0.2388 -2.3 1.0 -3.2
O 3.6873 -0.6320 -0.7483 -5.0 1.0 -0.4
H 4.5268 -0.7693 -0.5138 5.2 -0.9 1.7
H 3.7253 -0.3843 -1.6561 -0.2 -0.1 -1.4
O 2.0422 -2.3707 0.9789 -0.9 -1.6 1.3
H 1.7250 -1.8808 1.7520 0.1 0.1 0.0
H 2.4286 -1.6969 0.4683 1.0 1.4 -1.4
O -4.0792 -1.1199 0.9351 2.2 -2.0 -2.5
H -3.1937 -0.9217 0.4990 -1.9 -0.3 0.2
H -4.1568 -0.3466 1.4103 -1.0 3.0 1.9
```
Forces are in eV/Å.

## Properties
E_HOMO = -9.70 eV
LUMO level = -0.10 eV
SMILES = CC(C)[C@H](N)CO.O.O.O.O.O.O.O.O.O
Largest force on an atom = 5.9 eV/A
HOMO-LUMO gap = 0.3530 Ha

=====

Record 2
ORCA calculation (the ωB97M-V functional and the def2-TZVPD basis) on a 3-piece molecular cluster, C39H57ClFN9O3S2 overall.

The geometry in XYZ format:
```
112
Properties=species:S:1:pos:R:3:forces:R:3
C -7.4895 1.6070 1.1530 0.0 -0.5 -0.4
C -8.3260 0.9552 0.3082 -0.3 0.2 -0.5
C -8.4477 -0.5942 0.2268 0.5 0.6 1.5
O -8.2395 -1.2088 1.2490 0.0 0.1 -1.2
O -8.8118 -1.2221 -0.9558 0.8 0.8 0.7
C -7.8325 -2.1954 -1.3891 0.7 -0.6 -1.2
C -6.7581 -1.4750 -2.2931 -0.1 -0.2 0.2
C -5.4549 -2.3273 -2.5678 -0.1 0.7 -0.6
C -4.2528 -1.3383 -2.9732 -0.3 -1.1 0.2
C -2.8714 -1.7962 -2.3199 -0.8 -0.3 -0.7
C -1.6326 -1.1829 -3.0941 0.6 -0.3 0.4
C -0.4546 -0.7068 -2.1672 2.1 0.4 1.7
C -0.0167 0.7490 -2.0512 0.8 -0.5 0.8
C -0.8694 1.7808 -2.8888 0.3 -1.1 -0.3
C -2.3623 1.9154 -2.3944 0.0 1.0 0.1
C -2.5558 2.7124 -1.0447 -2.0 -0.2 -1.1
S -1.9560 1.8621 0.4673 0.0 -0.3 0.9
C -3.1556 0.6374 1.0012 -0.4 0.4 -1.2
S -4.4679 0.2210 0.1003 0.8 0.1 0.9
N -2.8795 0.0516 2.3066 0.2 0.9 0.2
C -2.3805 -1.2239 2.6371 0.0 0.8 3.6
C -2.2934 -1.1598 4.0965 -0.1 0.4 -1.9
N -2.7136 0.0957 4.6163 0.1 -1.3 -4.1
C -3.0542 0.7723 3.4834 0.7 -0.5 2.4
C 1.1252 1.1374 -1.2127 -1.5 -2.0 0.0
C 1.6542 2.5946 -1.0954 0.7 -0.2 -2.1
Cl 0.3862 3.8411 -0.7045 0.5 -0.6 0.6
C 2.2758 2.9817 -2.5492 -0.1 0.4 0.6
C 1.9810 4.4582 -3.0063 0.9 0.1 -1.0
C 1.8341 0.0685 -0.4172 -0.6 0.4 -0.5
N 2.8839 0.4981 0.3954 0.1 -2.9 0.6
C 3.4473 -0.4955 1.1138 -1.3 0.5 -1.0
O 4.4647 -0.1928 1.9838 -0.7 -0.6 -1.4
C 2.9856 -1.9148 1.0250 0.7 -1.5 0.6
C 3.7273 -2.9597 1.9573 -1.3 0.6 -0.5
C 3.5838 -4.4503 1.4625 1.1 -0.7 1.0
N 2.2222 -5.0246 1.6342 0.1 1.0 -1.5
N 4.4889 -5.2612 2.3691 -1.0 0.7 0.4
N 4.1210 -4.6564 0.0892 -0.2 -0.3 0.6
N 2.0016 -2.3995 0.2330 1.8 4.3 0.9
C 1.4356 -1.3387 -0.4756 -2.3 0.6 -2.0
C 0.2845 -1.6847 -1.3868 -0.8 0.9 -0.8
C -0.1281 -3.2028 -1.4870 1.3 0.3 0.7
C -0.8880 -3.6466 -0.1810 1.0 0.7 -0.5
F -0.4687 -4.9712 0.1448 -0.9 1.1 -0.2
H -7.5180 2.7232 1.2253 0.0 -1.2 -0.2
H -6.7017 1.0907 1.7642 -1.2 0.4 -0.6
H -8.9900 1.5677 -0.3480 0.5 -0.7 0.6
H -8.3768 -2.9652 -2.0056 0.4 0.8 0.8
H -7.3189 -2.7152 -0.5394 -0.7 0.6 -0.5
H -7.2219 -1.1971 -3.2837 0.4 -0.2 1.0
H -6.4962 -0.5037 -1.7875 -0.1 -0.9 -0.4
H -5.1501 -2.9914 -1.7156 -0.4 0.7 -0.5
H -5.6754 -2.9911 -3.4559 0.3 0.5 1.1
H -4.1875 -1.4127 -4.1006 0.2 0.4 1.2
H -4.5445 -0.2973 -2.6618 0.5 -1.0 -0.5
H -2.8494 -1.6028 -1.2099 0.0 0.1 -1.2
H -2.8648 -2.9214 -2.4311 0.2 1.1 0.1
H -1.9997 -0.3708 -3.7725 0.5 -0.7 0.7
H -1.2173 -2.0064 -3.7491 -0.4 1.0 0.5
H -0.9179 1.3320 -3.9296 0.0 0.6 1.0
H -0.3504 2.7675 -3.0269 -0.7 -1.0 0.5
H -2.9167 0.9491 -2.2991 0.8 0.7 -0.1
H -2.9114 2.5099 -3.1894 0.5 -0.6 0.9
H -3.6754 2.8396 -0.9096 1.1 -0.3 0.0
H -2.1641 3.7626 -1.1488 0.0 -1.3 0.7
H -2.1154 -2.0389 1.9362 -0.4 1.0 0.5
H -1.9150 -1.9518 4.7829 -0.5 0.8 -0.8
H -3.3981 1.8160 3.6503 0.2 -0.9 -1.2
H 2.4899 2.7354 -0.3712 -1.1 -0.4 -0.3
H 1.8802 2.2484 -3.2971 0.4 0.7 0.6
H 3.3923 2.8294 -2.4618 -1.2 0.1 -0.2
H 2.2926 5.2382 -2.2542 -0.6 -1.0 -0.6
H 2.6225 4.6667 -3.9191 -0.7 -0.3 0.9
H 0.9234 4.6278 -3.3522 1.0 -0.2 0.7
H 4.9658 0.5608 1.5973 -0.5 -0.1 0.6
H 4.7860 -2.6423 2.1251 -0.9 -0.5 -0.3
H 3.1835 -2.8838 2.9514 0.8 -0.1 -0.9
H 1.5674 -4.3189 1.9932 0.4 -0.3 -0.1
H 1.8798 -5.1843 0.6753 -0.2 0.0 0.7
H 4.0365 -6.1873 2.3749 0.4 0.4 0.0
H 4.2691 -4.8976 3.3110 0.4 -0.4 -0.3
H 3.7597 -5.5462 -0.2844 0.0 0.5 0.3
H 5.1180 -4.8591 0.2460 -0.5 0.3 -0.2
H 0.8517 -3.7708 -1.4836 -1.1 0.5 0.1
H -0.6373 -3.4657 -2.4455 0.2 0.4 1.0
H -0.5415 -2.9546 0.6427 -0.4 -1.0 -0.7
H -1.9972 -3.5570 -0.2997 0.9 -0.6 0.2
C 8.9569 3.3166 -0.0222 0.0 0.0 0.0
C 8.4870 1.9383 -0.4750 0.3 0.2 0.1
C 6.9672 1.8526 -0.6430 0.0 0.0 0.5
C 6.2940 2.1352 0.6530 -0.1 0.0 -0.4
N 5.7722 2.3540 1.6580 0.3 -0.1 -0.5
H 8.5559 3.5760 0.9601 0.0 0.0 -0.1
H 10.0452 3.3396 0.0557 -0.1 0.0 0.0
H 8.6509 4.0885 -0.7333 0.0 0.0 0.1
H 8.8211 1.1928 0.2516 -0.1 0.0 -0.1
H 8.9637 1.6945 -1.4275 -0.1 -0.1 0.0
H 6.6811 0.8540 -0.9800 -0.1 0.1 0.1
H 6.6217 2.5729 -1.3877 -0.1 0.0 0.1
C 2.8378 2.7479 4.0501 0.0 0.0 0.0
C 1.4303 2.1795 4.1982 0.3 0.0 0.2
C 0.5500 2.4458 2.9748 0.0 0.6 0.2
C 0.4035 3.9117 2.7574 -0.1 -0.4 -0.2
N 0.2907 5.0447 2.5890 0.0 -0.3 0.1
H 2.8238 3.8358 3.9513 0.0 0.0 -0.1
H 3.4380 2.5100 4.9306 0.0 0.0 -0.1
H 3.3401 2.3293 3.1738 0.0 0.1 0.1
H 0.9647 2.6098 5.0893 -0.1 -0.1 -0.1
H 1.4970 1.1005 4.3599 -0.1 0.0 -0.1
H -0.4405 2.0091 3.1214 0.0 0.1 -0.1
H 0.9901 1.9956 2.0806 0.0 0.1 0.0
```
Forces are in eV/Å.

## Properties
E_HOMO = -8.59 eV
LUMO level = -0.81 eV
SMILES = C=CC(=O)OCCCCCCc1c(CCCSC(=S)n2ccnc2)c([C@H](Cl)CC)c2nc(O)c(CC(N)(N)N)nc2c1CCF.CCCC#N.CCCC#N
Largest force on an atom = 4.7 eV/A
HOMO-LUMO gap = 0.2857 Ha

=====

Record 3
ORCA calculation (the ωB97M-V functional and the def2-TZVPD basis) on C11H27Cl2InN2OP2S as an isolated structure.

The geometry in XYZ format:
```
47
Properties=species:S:1:pos:R:3:forces:R:3
C 1.2086 0.0090 -5.1840 0.3 0.4 -0.8
C 1.1459 0.0689 -3.7630 -1.7 -0.2 2.3
H 2.2973 0.1591 -5.4245 -1.0 -0.2 -0.5
H 0.4896 0.8095 -5.5358 1.0 -1.0 -0.2
H 0.7864 -1.0069 -5.4213 0.5 0.9 -0.2
O 1.6831 -0.0687 -2.7267 1.4 0.0 -0.4
Cl -2.0455 -0.9577 -4.2283 0.1 -0.2 -0.3
In -0.9791 -0.2440 -2.3254 -1.4 0.4 2.4
P -0.5187 2.0932 -0.8378 0.1 2.0 -0.3
C 0.7936 2.7730 0.2593 0.5 -0.6 0.2
C -0.1416 3.2116 -2.2440 -0.1 0.0 -0.5
H -0.2890 4.2539 -1.9101 0.1 -0.5 -0.3
H -1.8133 4.1027 -0.2566 0.0 -0.6 0.0
H -0.8041 3.0054 -3.0985 0.2 0.2 0.2
H -2.8845 2.6711 -0.6187 0.3 0.3 0.2
H 1.7814 2.4560 -0.1059 -0.2 0.1 0.2
H 0.9033 3.0902 -2.5609 -0.3 0.0 0.0
C -1.9609 3.0137 -0.1285 -0.3 -0.7 0.0
H 0.7594 3.8762 0.2465 -0.2 -0.5 -0.1
H -2.0369 2.7654 0.9416 0.0 0.2 -0.4
H 0.6613 2.4246 1.2892 0.1 0.1 -0.2
P -0.2302 -2.3173 -0.5040 -0.1 -2.2 -0.2
C 1.1008 -2.8077 0.6832 0.5 0.8 0.1
C -1.6241 -3.2620 0.2722 -0.4 0.8 0.1
H -0.3529 -3.3675 -2.7186 0.1 -0.2 0.2
H -0.0660 -4.5773 -1.4202 0.1 0.5 -0.2
H 1.2771 -3.5522 -2.0037 -0.3 0.1 0.0
C 0.1975 -3.5713 -1.7891 0.1 0.1 -0.5
H -2.5584 -3.0214 -0.2580 0.2 -0.2 0.2
H -1.4165 -4.3475 0.2346 0.0 0.6 0.0
H 1.1983 -3.9059 0.7358 -0.3 0.4 -0.2
H 0.8888 -2.4374 1.6956 0.0 -0.2 -0.2
H -1.7389 -2.9390 1.3188 0.0 -0.2 -0.4
H 2.0673 -2.4002 0.3484 -0.2 -0.1 0.1
Cl -3.1663 -0.0846 -0.8238 0.9 -0.2 -0.7
S -1.3383 0.1319 1.5375 -0.3 -0.2 -0.1
C -0.4243 0.2630 2.9701 2.5 0.1 2.1
N 0.9154 -0.0180 2.9422 -1.8 0.2 -1.0
C 1.5637 0.1583 4.2334 0.8 -0.7 0.1
C 0.4326 0.6829 5.1210 0.6 0.4 0.4
N -0.7093 0.6715 4.2181 -1.9 -0.1 -1.0
H 1.3213 -0.4674 2.1343 0.2 0.1 0.2
H 2.3977 0.8573 4.1398 -0.1 -0.1 0.1
H 1.9543 -0.8174 4.5824 -0.2 0.5 -0.1
H 0.6724 1.7039 5.4649 -0.4 -0.4 -0.1
H 0.2716 0.0454 5.9884 -0.2 0.1 0.0
H -1.6698 0.8735 4.5301 0.9 -0.1 -0.3
```
Forces are in eV/Å.

## Properties
E_HOMO (alpha / beta) = -15.40 / -14.22 eV
LUMO level (alpha / beta) = -7.61 / -9.91 eV
Charge = +2
Largest force on an atom = 3.3 eV/A
HOMO-LUMO gap (alpha / beta) = 0.2863 / 0.1585 Ha

=====

Record 4
ORCA calculation (the ωB97M-V functional and the def2-TZVPD basis) on one molecule with the formula C6H4F3NO.

The geometry in XYZ format:
```
15
Properties=species:S:1:pos:R:3:forces:R:3
C 0.0414 -0.0040 -1.0335 -0.9 1.1 0.6
C 0.7227 -1.1198 -0.4770 0.6 -1.3 0.7
C -0.7907 0.9468 -0.5492 1.1 -0.8 -2.5
C 0.3687 -1.7285 0.6857 -0.4 1.4 -0.3
C -0.8629 0.9659 1.8853 1.4 -1.0 1.5
C 1.1658 -2.8943 1.1146 0.3 -0.3 0.2
N -0.4802 1.0043 3.0089 -0.8 0.2 -1.4
O -1.2311 1.1677 0.7621 -1.0 0.4 1.0
F 0.4206 -4.0190 1.1950 -0.1 0.0 -0.1
F 2.2703 -3.2610 0.3827 -0.2 0.2 -0.1
F 1.6533 -2.6835 2.3678 0.1 0.1 0.0
H 0.2182 0.1486 -2.0938 -0.2 0.2 -0.1
H 1.5092 -1.5085 -1.1341 0.0 0.0 0.1
H -1.2826 1.6641 -1.1854 0.0 0.0 0.3
H -0.6173 0.4004 3.8030 0.1 -0.2 0.0
```
Forces are in eV/Å.

## Properties
E_HOMO = -7.64 eV
LUMO level = -0.44 eV
Largest force on an atom = 2.9 eV/A
HOMO-LUMO gap = 0.2648 Ha

=====

Record 5
ORCA calculation (the ωB97M-V functional and the def2-TZVPD basis) on C3H4N2O as an isolated structure.

The geometry in XYZ format:
```
10
Properties=species:S:1:pos:R:3:forces:R:3
N 2.3263 -0.3465 0.2452 -0.3 0.0 0.0
C 1.1111 -0.0679 0.0146 0.0 0.3 -0.3
O 0.4698 0.7054 -0.7072 0.3 -0.3 0.3
C -1.5219 0.6110 -0.5514 -0.1 -0.1 0.1
C -1.5873 -0.3687 0.3881 0.5 -0.3 0.3
N -0.9529 -1.1170 1.0856 -0.3 0.5 -0.5
H 2.4327 -1.0760 0.9433 0.0 0.1 -0.1
H 0.2469 -0.7847 0.7280 -0.1 -0.1 0.1
H -1.7188 0.3645 -1.5896 0.0 0.0 0.2
H -1.6728 1.6425 -0.2501 0.0 -0.2 0.0
```
Forces are in eV/Å.

## Properties
E_HOMO (alpha / beta) = -9.23 / -9.23 eV
LUMO level (alpha / beta) = -0.96 / -0.96 eV
Largest force on an atom = 0.8 eV/A
HOMO-LUMO gap (alpha / beta) = 0.3041 / 0.3041 Ha

=====

Record 6
ORCA calculation (the ωB97M-V functional and the def2-TZVPD basis) on one molecule with the formula C6H6N4O2.

The geometry in XYZ format:
```
18
Properties=species:S:1:pos:R:3:forces:R:3
C 1.5932 -1.2191 1.9883 -0.4 -0.7 -1.0
C 0.8459 -1.0706 0.8341 -1.3 -2.7 0.5
C 1.8600 0.7908 1.3659 -1.1 0.8 1.6
C -1.9263 0.6129 0.1463 3.4 2.0 1.1
C -1.3380 -0.1973 -2.0317 -0.5 0.6 -0.6
C 0.3185 0.9119 -0.5564 -3.1 0.4 1.0
N 2.1477 -0.0466 2.3516 0.9 0.5 -0.7
N 0.9991 0.1937 0.4712 0.4 2.4 -1.4
N -2.3174 0.2791 -1.0639 -3.2 -2.1 -1.7
N -0.0809 0.2673 -1.7483 0.7 -1.8 -0.6
O -2.1834 0.8803 1.2762 -0.6 -0.8 -1.9
O -1.6675 -0.8291 -3.0217 0.3 0.8 1.7
H 1.8402 -2.1742 2.3974 -0.1 -0.2 0.8
H 0.0720 -1.7644 0.3885 1.4 1.0 0.3
H 1.8973 1.8961 1.5141 0.3 -1.1 -0.7
H 0.7283 1.9401 -0.7148 -0.5 -1.0 0.4
H -3.3412 -0.0967 -1.3712 3.0 1.2 1.3
H 0.5526 -0.3743 -2.2257 0.4 0.6 -0.1
```
Forces are in eV/Å.

## Properties
E_HOMO (alpha / beta) = -8.26 / -8.26 eV
LUMO level (alpha / beta) = -0.35 / -0.35 eV
Largest force on an atom = 4.2 eV/A
HOMO-LUMO gap (alpha / beta) = 0.2908 / 0.2907 Ha